75
Properties=species:S:1:pos:R:3:mulliken_spin:R:1 method="wB97M-V/def2-TZVPD" spin_multiplicity=5 total_charge=+1 orbital_gap_ev="7.94 / 4.31" lumo_energy_ha="-0.091 / -0.215" relative_energy_kcal_mol=40.3 mol_weight_g_mol=512.59 s2=6.1987 largest_force_ev_per_a=7.3
Co 1.404 2.121 1.655 1.2296
C 1.476 -2.035 1.215 0.2773
C 1.377 -1.243 2.391 0.3403
C -0.767 -1.796 1.710 0.2974
C 0.157 -2.428 0.837 0.4015
C -0.014 -1.064 2.672 0.3686
C 2.730 -2.438 0.563 0.0161
H 3.464 -1.621 0.583 0.0067
H 2.580 -2.730 -0.485 -0.0025
H 3.173 -3.297 1.089 0.0289
C -0.185 -3.407 -0.203 0.0182
H 0.686 -3.620 -0.837 -0.0002
H -1.011 -3.048 -0.832 0.0039
H -0.512 -4.364 0.243 0.0311
C -2.234 -1.944 1.693 0.0029
H -2.564 -2.676 2.445 0.0350
H -2.578 -2.291 0.715 0.0016
H -2.746 -1.000 1.921 0.0127
C -0.558 -0.270 3.774 -0.0019
H -0.500 -0.814 4.733 0.0298
H -1.612 -0.018 3.586 0.0046
H 0.003 0.676 3.887 0.0234
C 2.502 -0.719 3.180 0.0409
H 2.952 -1.477 3.841 0.0319
H 2.187 0.113 3.822 -0.0027
H 3.302 -0.356 2.519 0.0034
C 1.838 2.609 -0.054 -0.1026
C 2.830 1.756 0.651 0.0153
C 3.907 2.390 1.501 -0.0009
C 3.459 2.954 2.921 -0.0053
C 1.941 2.986 3.138 -0.0010
C 1.104 3.823 2.273 -0.0993
C 1.719 4.792 1.272 0.0009
C 2.050 4.118 -0.091 -0.0096
H 4.427 3.191 0.935 0.0011
H 3.918 3.957 3.097 -0.0067
H 4.636 1.575 1.700 -0.0021
H 3.105 4.315 -0.364 0.0009
H 1.325 2.210 -0.930 -0.0121
H 2.966 0.739 0.293 -0.0039
H 1.437 4.567 -0.902 0.0011
H 0.999 5.615 1.100 0.0007
H 0.090 4.102 2.564 0.0064
H 2.639 5.253 1.673 -0.0049
H 3.862 2.281 3.714 0.0053
H 1.559 2.587 4.084 -0.0142
P 0.917 -0.306 -2.692 0.0790
C 0.901 -1.886 -3.647 -0.0020
H 1.361 -1.695 -4.627 0.0024
H -0.134 -2.228 -3.771 -0.0014
H 1.480 -2.638 -3.096 0.0001
C 0.641 0.794 -4.154 -0.0001
H 1.429 0.585 -4.895 0.0027
H 0.700 1.838 -3.820 0.0003
H -0.351 0.610 -4.589 0.0008
C 2.759 -0.126 -2.651 0.0538
H 3.015 0.770 -2.070 -0.0055
H 3.136 -0.024 -3.679 0.0004
H 3.230 -0.998 -2.175 -0.0015
P -2.332 1.699 0.200 0.0250
C -2.622 2.467 1.853 0.0105
H -3.034 3.482 1.738 0.0015
H -1.639 2.546 2.366 -0.0012
H -3.284 1.838 2.471 -0.0011
C -1.848 3.218 -0.719 -0.0032
H -1.080 3.795 -0.169 0.0021
H -2.748 3.834 -0.870 -0.0005
H -1.393 2.922 -1.675 0.0001
C -3.937 1.135 -0.379 0.0043
H -4.719 1.819 -0.016 0.0004
H -4.074 0.111 0.019 -0.0011
H -3.903 1.046 -1.480 0.0007
S -2.240 -0.566 -2.893 0.6781
C -2.893 -1.929 -2.278 -0.1378
N -3.394 -2.918 -1.808 0.3256



83
Properties=species:S:1:pos:R:3:mulliken_spin:R:1 method="wB97M-V/def2-TZVPD" spin_multiplicity=3 total_charge=-2 orbital_gap_ev="3.58 / 6.15" lumo_energy_ha="0.154 / 0.152" relative_energy_kcal_mol=0.0 mol_weight_g_mol=843.63 s2=2.0283 largest_force_ev_per_a=0.1
Pt 0.336 1.099 -0.289 0.0601
C -1.871 -1.641 0.854 0.0046
C -0.753 -1.143 1.703 -0.0302
N 0.066 -0.183 1.398 0.0072
C 1.066 0.009 2.352 -0.0790
C 0.920 -0.792 3.472 0.3042
S -0.415 -1.860 3.229 0.0570
C 2.080 0.933 2.039 0.0152
C 3.184 1.316 2.820 0.4444
S 4.162 2.424 1.904 0.1136
C 3.030 2.366 0.589 0.0506
N 2.026 1.559 0.794 -0.0093
C 3.283 3.202 -0.617 0.0153
H -1.473 -1.920 -0.122 -0.0044
H -2.630 -0.871 0.723 0.0004
H -2.319 -2.524 1.309 0.0000
H 1.615 -0.922 4.283 0.0535
H 3.546 0.847 3.717 0.0521
H 4.003 3.985 -0.373 0.0040
H 2.357 3.653 -0.973 -0.0098
H 3.691 2.602 -1.433 0.0032
O -3.543 0.240 -2.121 -0.0004
C -2.474 0.474 -1.618 0.0043
N -1.440 0.712 -1.117 0.0360
C -1.450 2.356 -4.354 0.0681
Ge -0.532 3.264 -2.862 0.0241
C 0.453 4.766 -3.712 0.0163
C -1.888 4.073 -1.694 0.0122
C 0.719 2.177 -1.900 0.8463
H -2.073 3.068 -4.902 -0.0015
H -2.082 1.547 -3.990 -0.0106
H -0.715 1.936 -5.044 -0.0029
H -0.190 5.323 -4.398 0.0000
H 1.308 4.385 -4.275 -0.0005
H 0.829 5.458 -2.955 0.0011
H -2.503 4.792 -2.241 -0.0011
H -1.399 4.585 -0.863 -0.0031
H -2.528 3.294 -1.282 0.0001
H 1.670 2.019 -2.413 -0.0474
C 0.298 -7.084 -1.589 0.0002
C -0.526 -6.199 -2.525 0.0002
C -1.720 -5.606 -1.779 -0.0003
C -1.014 -7.019 -3.719 0.0000
O 0.261 -5.155 -3.070 -0.0014
Si 1.411 -4.184 -2.305 -0.0023
S 0.992 -3.584 -0.423 0.0061
O 2.840 -5.054 -2.370 -0.0008
C 3.670 -5.397 -3.460 0.0001
C 2.867 -5.833 -4.687 0.0000
C 4.563 -4.208 -3.811 -0.0001
C 4.530 -6.564 -2.974 -0.0001
O 1.651 -3.030 -3.483 0.0041
C 0.716 -2.150 -4.099 -0.0635
C 0.271 -2.789 -5.415 0.0015
C 1.467 -0.848 -4.363 0.0772
C -0.491 -1.868 -3.214 0.0311
H -0.308 -7.917 -1.222 0.0000
H 0.654 -6.497 -0.741 -0.0005
H 1.165 -7.483 -2.120 0.0000
H -2.361 -6.399 -1.382 -0.0001
H -2.310 -4.986 -2.460 0.0000
H -1.361 -4.978 -0.962 0.0003
H -1.663 -7.836 -3.394 0.0000
H -0.161 -7.438 -4.258 0.0000
H -1.571 -6.376 -4.404 0.0000
H 2.239 -5.016 -5.041 0.0000
H 2.218 -6.672 -4.433 0.0000
H 3.546 -6.139 -5.490 0.0000
H 3.947 -3.367 -4.126 0.0001
H 5.263 -4.469 -4.610 0.0000
H 5.130 -3.905 -2.928 0.0001
H 3.892 -7.412 -2.716 0.0000
H 5.078 -6.265 -2.079 0.0000
H 5.243 -6.877 -3.742 0.0000
H 1.135 -2.949 -6.067 -0.0006
H -0.445 -2.147 -5.934 -0.0001
H -0.195 -3.754 -5.209 0.0003
H 2.370 -1.050 -4.945 0.0002
H 1.751 -0.392 -3.413 -0.0369
H 0.838 -0.142 -4.912 -0.0040
H -1.056 -2.783 -3.023 0.0020
H -1.151 -1.146 -3.701 -0.0036
H -0.171 -1.457 -2.258 -0.0030



78
Properties=species:S:1:pos:R:3:lowdin_charge:R:1 method="wB97M-V/def2-TZVPD" spin_multiplicity=1 total_charge=+3 orbital_gap_ev=7.41 lumo_energy_ha=-0.333 relative_energy_kcal_mol=0.0 mol_weight_g_mol=736.50 largest_force_ev_per_a=2.6
Lu -0.384 0.282 -1.030 1.0846
P 1.415 1.143 0.925 0.7011
P -1.400 2.472 -2.073 0.7060
P 1.835 -0.517 -2.623 0.7290
H -2.082 -4.824 -0.371 0.0605
C -1.017 -4.637 -0.385 -0.0557
C -0.338 -4.364 0.735 -0.0871
H -0.837 -4.245 1.699 0.0463
C 0.744 1.691 2.534 -0.2467
C 2.289 2.666 0.378 -0.2443
C 2.795 0.083 1.468 -0.2478
C -3.107 2.553 -2.692 -0.2426
C -1.565 3.418 -0.496 -0.2588
C -0.406 3.484 -3.213 -0.2318
C 2.482 -2.171 -2.120 -0.2416
C 3.303 0.570 -2.457 -0.2724
C 1.895 -0.727 -4.441 -0.2464
H -0.501 -4.808 -1.334 0.0523
H 0.742 -4.178 0.704 0.0464
H 0.717 0.866 3.259 0.0446
H -0.287 2.036 2.379 0.0314
H 1.351 2.516 2.936 0.0747
H 1.544 3.445 0.161 0.0321
H 2.864 2.482 -0.540 0.0268
H 2.965 3.013 1.176 0.0763
H 2.416 -0.702 2.140 0.0468
H 3.559 0.684 1.988 0.0801
H 3.240 -0.402 0.588 0.0212
H -3.393 3.611 -2.771 0.0764
H -3.799 2.025 -2.021 0.0597
H -3.160 2.074 -3.677 0.0520
H -2.237 4.267 -0.666 0.0721
H -0.593 3.789 -0.143 0.0333
H -2.009 2.750 0.263 -0.0011
H -1.014 4.236 -3.733 0.0746
H 0.037 2.810 -3.962 0.0460
H 0.410 3.974 -2.667 0.0562
H 2.975 -2.689 -2.957 0.0700
H 1.628 -2.777 -1.783 0.0216
H 3.190 -2.077 -1.287 0.0469
H 4.088 0.250 -3.158 0.0760
H 3.681 0.528 -1.429 0.0238
H 2.995 1.597 -2.704 0.0453
H 2.835 -1.229 -4.732 0.0760
H 1.836 0.254 -4.938 0.0606
H 1.039 -1.342 -4.749 0.0287
C -2.116 -1.523 -3.205 -0.2943
C -3.211 -0.879 -3.777 -0.0099
C -3.448 -1.156 -5.128 -0.0355
C -2.633 -2.042 -5.825 -0.0416
C -1.579 -2.718 -5.202 -0.0340
C -1.362 -2.481 -3.845 -0.0407
O -1.546 -1.050 -2.012 -0.3236
H -2.215 -0.827 -1.243 -0.0435
H -3.825 -0.179 -3.203 0.1120
H -4.250 -0.650 -5.680 0.1322
H -2.788 -2.184 -6.884 0.1223
H -0.903 -3.400 -5.725 0.1306
H -0.577 -2.993 -3.270 0.1145
C -3.505 0.788 3.719 -0.0066
N -2.438 -0.194 3.634 -0.0611
C -1.836 -0.638 2.498 -0.6000
Se -2.409 -0.128 0.770 0.7503
N -0.846 -1.477 2.926 0.1291
C -0.740 -1.464 4.319 -0.1922
C 0.256 -1.901 5.182 0.0101
C 0.124 -1.574 6.539 -0.0256
C -0.948 -0.792 7.002 -0.0218
C -1.905 -0.294 6.113 0.0309
C -1.776 -0.672 4.778 -0.1514
H -3.098 1.776 3.965 0.1170
H -4.187 0.502 4.522 0.1138
H -4.072 0.829 2.789 0.0643
H -0.210 -2.002 2.306 0.1463
H 1.068 -2.487 4.758 0.1227
H 0.847 -1.958 7.250 0.1251
H -1.015 -0.564 8.063 0.1284
H -2.732 0.357 6.408 0.1292



78
Properties=species:S:1:pos:R:3:mulliken_spin:R:1 method="wB97M-V/def2-TZVPD" spin_multiplicity=2 total_charge=+2 orbital_gap_ev="6.43 / 6.98" lumo_energy_ha="-0.262 / -0.241" relative_energy_kcal_mol=12.4 mol_weight_g_mol=775.87 s2=0.8291 largest_force_ev_per_a=0.8
Re 0.165 -0.482 -0.087 1.2521
C 0.291 -0.906 3.412 0.0032
N -0.569 -0.251 2.391 0.0393
C -1.946 -0.739 2.657 0.0115
C -0.541 1.190 2.578 -0.0144
C -0.991 1.755 3.765 0.0092
C -0.998 3.127 3.935 -0.0201
C -0.562 3.937 2.899 0.0097
C -0.086 3.381 1.726 -0.0260
C -0.045 1.995 1.555 -0.0074
N 0.486 1.346 0.381 -0.2647
C 1.659 1.929 -0.230 -0.0233
C 1.822 3.231 -0.692 -0.0020
C 3.024 3.608 -1.268 0.0053
C 4.066 2.702 -1.402 -0.0079
C 3.895 1.389 -0.992 -0.0051
C 2.687 1.016 -0.429 0.0035
N 2.387 -0.348 0.012 0.0556
C 3.138 -1.342 -0.804 -0.0106
C 2.866 -0.479 1.418 0.0105
H -0.194 -0.884 4.390 0.0017
H 0.452 -1.949 3.149 -0.0085
H 1.243 -0.392 3.500 0.0004
H -2.234 -0.534 3.689 -0.0013
H -2.642 -0.228 1.995 -0.0031
H -1.990 -1.813 2.497 -0.0032
H -1.336 1.122 4.571 0.0002
H -1.346 3.557 4.864 -0.0001
H -0.581 5.013 3.003 0.0000
H 0.235 4.049 0.954 0.0016
H 1.007 3.932 -0.709 -0.0007
H 3.133 4.615 -1.644 -0.0001
H 5.000 3.008 -1.851 0.0000
H 4.696 0.676 -1.126 -0.0001
H 4.187 -1.342 -0.510 -0.0008
H 2.731 -2.331 -0.628 -0.0043
H 3.056 -1.090 -1.854 0.0041
H 3.953 -0.389 1.438 0.0008
H 2.435 0.322 2.014 -0.0017
H 2.578 -1.451 1.815 -0.0022
C -4.040 2.321 1.294 0.0009
Se -2.829 1.887 -0.164 0.0115
C -3.977 0.665 -1.131 -0.0022
C -3.951 -0.739 -0.562 -0.0022
Se -2.220 -1.656 -0.316 0.0088
C -2.177 -2.822 -1.885 0.0027
H -4.867 2.918 0.920 0.0009
H -3.465 2.902 2.013 -0.0001
H -4.412 1.422 1.781 -0.0002
H -3.659 0.697 -2.165 -0.0003
H -5.000 1.042 -1.096 0.0007
H -4.537 -1.440 -1.158 0.0008
H -4.365 -0.755 0.447 -0.0002
H -3.144 -2.763 -2.378 0.0002
H -2.018 -3.837 -1.530 0.0002
H -1.406 -2.515 -2.588 -0.0027
C 1.396 -4.837 0.320 -0.0003
C 0.516 -3.704 0.781 0.0040
O 0.429 -2.651 -0.242 0.0180
H 1.456 -5.582 1.113 -0.0001
H 2.409 -4.508 0.094 -0.0001
H 0.978 -5.334 -0.557 0.0004
H 0.899 -3.208 1.668 0.0027
H -0.504 -4.039 0.978 0.0015
H 0.460 -3.043 -1.126 -0.0017
C 1.142 -1.545 -3.441 0.0205
Si 0.210 -0.107 -2.606 -0.0570
C 0.996 1.483 -3.194 -0.0138
C -1.465 -0.057 -3.486 -0.0024
H 0.637 -1.771 -4.381 0.0036
H 1.209 -2.484 -2.884 -0.0041
H 2.163 -1.259 -3.698 0.0038
H 0.827 1.522 -4.274 -0.0021
H 2.069 1.560 -3.027 0.0003
H 0.505 2.356 -2.764 0.0031
H -1.338 -0.482 -4.484 -0.0014
H -1.759 0.986 -3.629 0.0010
H -2.299 -0.573 -3.025 0.0040



81
Properties=species:S:1:pos:R:3:lowdin_charge:R:1 method="wB97M-V/def2-TZVPD" spin_multiplicity=1 total_charge=+3 orbital_gap_ev=8.21 lumo_energy_ha=-0.365 relative_energy_kcal_mol=46.6 mol_weight_g_mol=541.54 largest_force_ev_per_a=3.2
Ti -0.917 -0.764 -1.171 1.1588
C -1.412 2.940 2.858 -0.0196
C -0.863 1.519 2.953 -0.3009
C 0.663 1.510 3.161 -0.0701
C 1.610 2.272 2.203 -0.4532
C 1.795 3.745 2.552 0.0011
C 2.968 1.579 2.295 -0.0156
N 1.035 2.206 0.769 0.1247
C 2.020 2.067 -0.340 -0.0904
C 1.478 1.693 -1.729 -0.1153
N 1.126 0.273 -2.066 -0.1345
C 0.524 0.329 -3.429 -0.0414
C -0.601 -0.704 -3.628 -0.5217
O -1.399 -0.659 -4.512 0.2105
O -0.648 -1.586 -2.647 -0.1015
C 2.300 -0.696 -2.090 -0.2697
C 3.614 -0.275 -1.432 -0.0151
C 1.917 -2.127 -1.645 -0.0878
C 1.427 -2.459 -0.210 -0.4891
C 2.587 -2.557 0.795 -0.0023
C 0.761 -3.837 -0.302 -0.0050
N 0.445 -1.399 0.257 -0.0556
C 0.021 -1.613 1.665 -0.1320
C -1.194 -0.794 2.157 -0.1284
N -1.231 0.632 1.807 -0.1363
C -2.474 1.023 1.125 -0.0492
C -2.129 1.461 -0.291 -0.5275
O -2.745 2.216 -0.979 0.1813
O -0.990 0.893 -0.691 -0.1831
H -0.875 3.572 3.557 0.1000
H -2.451 2.989 3.167 0.0999
H -1.334 3.365 1.861 0.0865
H -1.290 1.080 3.866 0.1552
H 0.987 0.470 3.209 0.1061
H 0.838 1.916 4.158 0.1489
H 2.129 3.844 3.582 0.1186
H 0.882 4.323 2.450 0.0852
H 2.559 4.206 1.930 0.1037
H 3.255 1.522 3.343 0.1218
H 3.762 2.123 1.791 0.1080
H 2.925 0.557 1.926 0.0671
H 0.308 1.461 0.743 0.1184
H 0.527 3.089 0.642 0.1716
H 2.775 1.359 -0.027 0.0693
H 2.512 3.038 -0.447 0.1624
H 2.239 2.030 -2.446 0.1539
H 0.583 2.297 -1.909 0.1301
H 1.266 0.181 -4.226 0.1634
H 0.057 1.304 -3.627 0.1556
H 2.569 -0.823 -3.147 0.1520
H 3.610 -0.303 -0.348 0.0593
H 3.965 0.691 -1.779 0.0987
H 4.368 -0.993 -1.748 0.1164
H 2.811 -2.733 -1.803 0.1460
H 1.181 -2.515 -2.352 0.1089
H 3.462 -2.992 0.322 0.1128
H 2.340 -3.211 1.630 0.1048
H 2.886 -1.594 1.201 0.0671
H 1.497 -4.555 -0.659 0.1232
H -0.059 -3.831 -1.020 0.0695
H 0.413 -4.215 0.658 0.0954
H 1.025 -0.551 0.269 0.1106
H 0.878 -1.430 2.321 0.1175
H -0.255 -2.662 1.792 0.1279
H -1.204 -0.919 3.248 0.1467
H -2.102 -1.278 1.781 0.1045
H -3.025 1.819 1.626 0.1357
H -3.183 0.186 1.040 0.1446
N -2.318 -2.526 -0.561 0.1057
C -3.359 -1.870 -1.323 -0.3240
C -4.609 -2.383 -1.607 0.0540
C -5.462 -1.605 -2.386 0.0370
C -5.021 -0.370 -2.844 0.0368
C -3.738 0.054 -2.532 -0.0447
N -2.931 -0.685 -1.765 0.0096
H -2.696 -2.884 0.324 0.1406
H -2.035 -3.366 -1.083 0.1257
H -4.896 -3.363 -1.255 0.1400
H -6.447 -1.969 -2.640 0.1417
H -5.658 0.259 -3.445 0.1393
H -3.350 1.000 -2.892 0.1403



84
Properties=species:S:1:pos:R:3:mulliken_spin:R:1 method="wB97M-V/def2-TZVPD" spin_multiplicity=2 total_charge=+2 orbital_gap_ev="6.33 / 6.97" lumo_energy_ha="-0.267 / -0.243" relative_energy_kcal_mol=0.0 mol_weight_g_mol=660.49 s2=0.7609 largest_force_ev_per_a=1.1
V 0.035 -0.299 0.318 1.0809
C -2.848 -1.426 -1.561 0.0119
C -2.081 -2.271 -0.565 -0.0014
N -0.623 -1.996 -0.571 -0.0279
C 0.108 -2.332 -1.821 0.0107
C 0.379 -1.072 -2.620 0.0064
N 0.838 0.024 -1.713 -0.0129
C 0.896 1.306 -2.476 0.0008
C 1.232 2.550 -1.636 0.0057
C 1.600 2.316 -0.183 0.0144
N 0.489 1.721 0.618 -0.0313
C -0.758 2.540 0.709 -0.0004
C -1.781 2.047 -0.284 0.0108
N -1.872 0.554 -0.237 -0.0264
C -2.680 0.094 -1.414 0.0052
H -3.902 -1.689 -1.479 0.0003
H -2.553 -1.714 -2.572 0.0009
H -2.229 -3.331 -0.777 -0.0015
H -2.425 -2.109 0.460 -0.0066
H -0.187 -2.574 0.206 0.0055
H -0.475 -3.041 -2.410 -0.0006
H 1.034 -2.825 -1.530 0.0002
H -0.528 -0.719 -3.112 -0.0005
H 1.122 -1.250 -3.399 -0.0012
H 1.795 -0.210 -1.447 -0.0011
H -0.066 1.425 -2.973 -0.0009
H 1.633 1.172 -3.270 -0.0007
H 0.403 3.257 -1.676 0.0009
H 2.071 3.069 -2.099 0.0001
H 1.868 3.268 0.279 0.0007
H 2.458 1.650 -0.068 -0.0118
H 0.812 1.693 1.594 0.0081
H -0.527 3.592 0.537 -0.0002
H -1.108 2.442 1.737 0.0003
H -1.501 2.301 -1.306 -0.0011
H -2.761 2.488 -0.093 0.0002
H -2.402 0.314 0.605 0.0011
H -2.191 0.517 -2.290 -0.0031
H -3.652 0.584 -1.338 -0.0015
Br 2.219 -4.401 3.551 0.0001
C 3.558 -3.663 2.446 -0.0005
C 4.866 -4.029 2.719 -0.0002
C 5.919 -3.492 1.991 0.0002
C 5.673 -2.568 0.982 0.0002
C 4.367 -2.197 0.722 0.0010
C 3.297 -2.740 1.442 0.0018
C 1.936 -2.350 1.044 0.0005
O 0.963 -3.071 1.202 0.0024
O 1.822 -1.158 0.420 -0.0104
H 5.061 -4.735 3.514 0.0001
H 6.931 -3.798 2.216 0.0000
H 6.487 -2.148 0.407 0.0000
H 4.158 -1.474 -0.054 0.0006
C 4.009 -0.816 4.312 0.0001
C 2.877 0.177 4.291 -0.0004
C 3.205 1.399 3.461 -0.0011
C 2.416 0.509 5.697 0.0001
O 1.745 -0.552 3.554 0.0027
P 0.298 -0.053 3.514 0.0077
O 0.067 1.400 3.481 -0.0047
O -0.223 -0.557 1.966 -0.0316
O -0.510 -0.921 4.479 -0.0009
C -1.953 -0.774 4.900 -0.0007
C -1.972 0.297 5.967 -0.0001
C -2.793 -0.403 3.692 -0.0004
C -2.303 -2.144 5.429 0.0000
H 4.796 -0.428 4.957 -0.0001
H 4.426 -0.973 3.318 0.0001
H 3.673 -1.769 4.718 0.0000
H 4.135 1.839 3.821 0.0000
H 2.425 2.157 3.539 0.0000
H 3.352 1.110 2.417 0.0002
H 3.234 1.020 6.206 0.0000
H 2.191 -0.400 6.255 0.0000
H 1.553 1.173 5.711 -0.0001
H -1.684 1.267 5.561 0.0000
H -1.296 0.037 6.780 0.0000
H -2.980 0.379 6.376 0.0000
H -2.542 0.593 3.321 -0.0003
H -3.841 -0.396 3.991 0.0000
H -2.680 -1.147 2.900 -0.0002
H -1.655 -2.409 6.263 0.0000
H -2.202 -2.903 4.653 0.0000
H -3.334 -2.145 5.783 0.0000